[1]
74
Properties=species:S:1:pos:R:3:mulliken_charge:R:1 method="wB97M-V/def2-TZVPD" de_lowest_ev=2.9930 multiplicity=1 charge=-1 e_tot_ha=-3682.57394 max_force_ha_per_bohr=0.132 homo_lumo_gap_ev=5.59
O 2.202 0.791 -0.975 -0.61
S 1.736 0.643 -2.467 1.12
O 2.762 1.396 -3.399 -0.64
O 0.262 1.489 -2.591 -0.42
C 1.680 -1.144 -3.023 -0.45
C 0.572 -2.079 -2.256 -0.18
C -0.980 -1.812 -2.757 0.09
C -1.986 -1.727 -1.424 -1.05
Nb -3.552 -0.059 -1.705 -0.73
O -4.064 -0.768 -3.654 -0.83
H -0.145 1.432 -3.505 0.35
H 1.454 -1.217 -4.183 0.14
H 2.748 -1.610 -2.763 0.30
H 0.814 -3.205 -2.568 0.30
H 0.679 -2.073 -1.067 0.01
H -1.372 -2.625 -3.503 0.30
H -0.987 -0.715 -3.218 0.08
H -2.473 -2.780 -1.236 0.26
H -1.321 -1.420 -0.484 0.20
H -2.339 1.053 -2.528 0.12
H -4.773 1.305 -1.864 0.02
H -4.846 -1.114 -0.922 -0.04
H -3.050 0.561 -0.046 0.39
H -3.719 -1.709 -3.770 0.29
C 3.836 -4.379 1.661 -1.02
S 2.350 -3.374 1.431 0.50
O 2.048 -3.345 -0.038 -0.59
C 3.120 -1.794 1.859 -0.92
H 3.596 -5.415 1.409 0.32
H 4.634 -4.024 1.005 0.31
H 4.156 -4.327 2.704 0.36
H 3.962 -1.595 1.191 0.36
H 3.463 -1.824 2.896 0.34
H 2.374 -1.002 1.748 0.27
C 2.697 -3.388 7.292 -1.00
S 1.383 -2.901 6.149 0.45
O 1.806 -3.319 4.771 -0.49
C 1.659 -1.120 6.286 -0.63
H 2.734 -4.479 7.334 0.33
H 3.659 -3.007 6.941 0.30
H 2.479 -2.995 8.288 0.37
H 2.684 -0.877 5.995 0.31
H 1.475 -0.799 7.314 0.37
H 0.963 -0.607 5.617 0.05
C -1.203 -0.401 4.156 -1.19
S -2.517 0.085 3.012 0.39
O -2.094 -0.333 1.634 -0.41
C -2.241 1.867 3.149 -0.88
H -1.166 -1.493 4.198 0.39
H -0.241 -0.021 3.804 0.26
H -1.421 -0.009 5.152 0.47
H -1.216 2.110 2.859 0.33
H -2.425 2.188 4.177 0.38
H -2.937 2.380 2.481 0.23
C 3.482 -0.454 -8.236 -1.05
S 2.311 0.166 -7.005 0.72
O 0.950 -0.342 -7.380 -0.64
C 2.402 1.900 -7.510 -1.00
H 3.554 -1.539 -8.130 0.30
H 3.131 -0.212 -9.242 0.32
H 4.464 -0.008 -8.064 0.35
H 2.116 1.999 -8.560 0.36
H 3.418 2.271 -7.361 0.35
H 1.712 2.480 -6.891 0.29
C -3.706 6.295 2.865 -0.93
S -5.087 5.277 2.292 0.40
O -4.581 3.871 2.149 -0.52
C -5.179 5.993 0.635 -0.94
H -3.449 5.990 3.883 0.30
H -2.840 6.152 2.215 0.30
H -4.004 7.346 2.869 0.37
H -4.223 5.869 0.120 0.31
H -5.429 7.054 0.708 0.37
H -5.962 5.476 0.074 0.32

=====

[2]
69
Properties=species:S:1:pos:R:3:mulliken_charge:R:1 method="wB97M-V/def2-TZVPD" de_lowest_ev=0.0000 multiplicity=2 charge=+1 e_tot_ha=-1237.68339 max_force_ha_per_bohr=0.055 homo_lumo_gap_ev="9.58 / 2.02"
O -0.106 0.533 0.238 0.04
H -1.058 0.490 0.159 0.32
H 0.217 -0.107 -0.396 -0.39
O -1.155 2.661 1.896 -0.66
H -2.097 2.673 1.732 0.30
H -0.811 2.018 1.277 0.32
C -0.388 0.470 -3.989 -0.58
C -1.392 1.501 -3.539 0.00
O -2.681 0.954 -3.655 -0.62
H 0.677 0.643 -3.834 0.15
H -0.452 0.132 -5.023 0.43
H -0.614 -0.411 -3.387 -0.05
H -1.282 2.415 -4.124 0.33
H -1.215 1.788 -2.503 0.03
H -2.879 0.939 -4.594 0.34
C 2.371 2.600 -2.323 -0.47
C 1.819 4.011 -1.996 -0.43
O 2.727 4.931 -2.624 -0.52
H 3.395 2.551 -1.954 0.41
H 2.387 2.420 -3.398 0.31
H 1.774 1.795 -1.894 -0.19
H 1.777 4.121 -0.912 0.27
H 0.814 4.178 -2.384 0.31
H 2.255 5.763 -2.697 0.31
C -2.494 -1.801 -1.228 -0.32
C -3.617 -0.927 -0.709 -0.51
O -3.270 0.401 -0.901 -0.54
H -2.652 -1.921 -2.299 0.41
H -2.650 -2.793 -0.804 0.24
H -1.506 -1.398 -1.005 -0.23
H -3.732 -1.164 0.349 0.26
H -4.580 -1.149 -1.169 0.37
H -3.072 0.458 -1.839 0.27
C 1.821 0.514 2.867 -0.07
C 2.993 1.176 3.671 -0.58
O 4.167 0.387 3.466 -0.49
H 0.881 1.066 2.845 0.12
H 1.514 -0.446 3.282 0.08
H 2.167 0.353 1.846 -0.01
H 2.757 1.121 4.734 0.33
H 3.167 2.214 3.388 0.32
H 4.514 0.742 2.644 0.31
C 3.308 -0.992 -2.051 -0.92
C 2.472 -1.804 -1.020 -0.42
O 1.161 -1.556 -1.368 -0.29
H 3.039 -1.299 -3.062 0.31
H 4.359 -1.181 -1.830 0.44
H 3.213 0.093 -2.027 0.06
H 2.630 -1.442 -0.004 0.28
H 2.780 -2.850 -1.016 0.35
H 1.015 -1.943 -2.234 0.22
C -2.167 -0.561 3.416 -0.39
C -3.082 0.326 4.155 -0.64
O -4.351 0.480 3.574 -0.43
H -2.700 -1.485 3.189 0.34
H -1.226 -0.853 3.883 0.39
H -1.858 -0.196 2.436 0.03
H -2.605 1.298 4.283 0.34
H -3.307 -0.018 5.164 0.38
H -4.277 0.941 2.735 0.35
C -0.098 -2.885 1.864 -0.43
C 0.012 -3.995 0.824 -0.04
O 0.363 -5.168 1.459 -0.32
H -0.213 -1.910 1.392 0.00
H 0.884 -2.863 2.337 0.48
H -0.905 -3.117 2.558 0.29
H 0.737 -3.763 0.044 0.05
H -0.919 -4.180 0.289 0.22
H 1.244 -4.977 1.792 0.44

=====

[3]
72
Properties=species:S:1:pos:R:3:mulliken_charge:R:1 method="wB97M-V/def2-TZVPD" de_lowest_ev=0.0000 multiplicity=2 charge=+1 e_tot_ha=-1327.34393 max_force_ha_per_bohr=0.086 homo_lumo_gap_ev="7.94 / 2.07"
C 0.109 4.341 1.579 -0.69
C -1.249 4.287 0.910 -0.01
O -1.235 5.028 -0.262 -0.55
H 0.803 3.722 1.011 0.05
H 0.064 3.834 2.543 0.23
H 0.429 5.366 1.765 0.34
H -2.025 4.623 1.597 0.37
H -1.483 3.255 0.646 -0.09
H -0.867 4.463 -0.945 0.37
C -1.584 -3.419 -2.655 -1.55
C -2.259 -2.921 -1.400 1.07
C -3.621 -3.675 -1.142 -1.02
O -4.540 -2.953 -0.386 -0.25
C -5.809 -3.549 -0.108 -0.76
N -1.351 -2.849 -0.290 -0.78
H -2.050 -3.208 -3.617 0.40
H -1.562 -4.509 -2.645 0.36
H -0.520 -3.190 -2.590 0.36
H -2.554 -1.916 -1.701 0.05
H -3.343 -4.643 -0.724 0.42
H -4.062 -3.906 -2.111 0.41
H -5.731 -4.548 0.322 0.31
H -6.356 -3.497 -1.049 0.30
H -6.366 -3.028 0.671 0.25
H -1.920 -2.505 0.470 0.27
H -0.674 -2.146 -0.554 0.17
C 2.491 1.198 6.314 -1.30
C 1.645 -0.073 6.156 0.44
C 1.909 -0.653 4.693 -0.88
O 1.517 0.252 3.639 -0.27
C 0.174 0.281 3.221 -0.46
N 1.995 -0.912 7.291 -0.71
H 3.533 0.989 6.070 0.34
H 2.492 1.653 7.305 0.43
H 2.134 1.962 5.625 0.24
H 0.588 0.191 6.179 0.20
H 1.518 -1.666 4.604 0.37
H 2.997 -0.717 4.664 0.36
H -0.274 -0.627 2.817 0.31
H 0.058 1.061 2.468 -0.16
H -0.427 0.590 4.076 0.38
H 2.972 -1.146 7.180 0.29
H 1.880 -0.325 8.105 0.28
C 0.371 0.372 -3.655 -1.05
C 1.825 0.073 -3.449 0.50
C 2.659 0.157 -4.787 -0.84
O 2.266 -0.968 -5.598 -0.28
C 3.037 -1.071 -6.761 -0.82
N 2.282 1.087 -2.458 0.00
H -0.012 -0.455 -4.251 0.47
H 0.217 1.341 -4.130 0.24
H -0.164 0.465 -2.710 0.20
H 2.008 -0.919 -3.038 0.37
H 3.716 0.090 -4.526 0.43
H 2.644 1.127 -5.283 0.41
H 2.662 -2.037 -7.098 0.26
H 4.125 -1.022 -6.730 0.33
H 2.774 -0.342 -7.528 0.35
H 1.757 1.025 -1.597 -0.08
H 3.235 0.876 -2.200 0.45
O 0.008 1.137 -0.301 0.27
H -0.790 0.735 0.040 0.17
H -0.292 1.701 -1.014 0.06
O 2.687 0.373 1.012 -0.71
H 1.903 0.545 0.490 0.14
H 2.424 0.569 1.911 0.44
O -2.501 0.584 0.589 -0.58
H -3.247 0.452 0.003 0.25
H -2.650 -0.029 1.309 0.25
O -0.148 3.125 -2.281 -0.71
H -0.876 3.182 -2.900 0.32
H 0.630 3.309 -2.807 0.27

=====

[4]
79
Properties=species:S:1:pos:R:3:mulliken_charge:R:1 method="wB97M-V/def2-TZVPD" de_lowest_ev=4.2703 multiplicity=1 charge=0 e_tot_ha=-1841.10979 max_force_ha_per_bohr=0.060 homo_lumo_gap_ev=9.57
O 0.791 -0.035 3.033 -0.70
H -0.087 -0.442 3.168 0.29
H 0.993 0.550 3.772 0.30
O 0.072 -2.518 0.866 -0.60
H 0.225 -3.410 1.063 0.31
H 0.893 -2.283 0.502 0.42
O 2.397 -1.760 -0.164 -0.83
H 2.919 -1.247 0.431 0.49
H 2.075 -1.156 -0.822 0.20
C -0.478 0.975 -0.144 0.53
C 0.952 1.349 -0.588 -0.07
O 1.344 0.585 -1.749 -0.55
O -0.609 1.410 1.182 -0.46
H -0.513 -0.065 -0.101 0.06
H -1.246 1.389 -0.751 -0.05
H 1.671 1.186 0.261 -0.29
H 1.089 2.413 -0.794 0.39
H 1.112 0.935 -2.619 0.29
H 0.027 0.995 1.738 0.33
C 4.055 -0.120 2.879 -0.39
C 5.320 -1.019 2.506 -0.44
O 6.184 -1.141 3.618 -0.53
O 3.306 -0.104 1.704 -0.59
H 4.368 0.905 3.151 0.30
H 3.522 -0.514 3.765 0.26
H 5.927 -0.570 1.698 0.28
H 5.022 -2.061 2.231 0.27
H 6.794 -1.868 3.537 0.30
H 2.380 0.099 1.888 0.31
C -0.845 -3.661 -2.291 -0.58
C -0.978 -2.115 -2.297 1.23
O -1.872 -1.749 -1.255 -0.67
O 0.047 -4.206 -3.230 -0.55
H -1.804 -4.161 -2.432 0.36
H -0.369 -4.006 -1.393 0.22
H -1.355 -1.742 -3.228 0.01
H 0.000 -1.742 -2.059 -0.47
H -1.457 -1.895 -0.405 0.32
H -0.125 -5.178 -3.264 0.31
C -1.937 1.457 -4.169 -0.47
C -3.238 0.823 -4.611 -0.29
O -4.331 1.607 -4.256 -0.52
O -0.776 0.747 -4.535 -0.34
H -2.097 1.789 -3.131 0.11
H -1.760 2.360 -4.709 0.44
H -3.268 -0.103 -4.037 0.20
H -3.201 0.581 -5.686 0.38
H -4.158 1.905 -3.365 0.32
H -0.890 0.689 -5.494 0.25
C 0.502 1.856 6.201 -0.44
C -0.560 2.244 5.111 -0.04
O -1.761 2.900 5.563 -0.56
O 1.581 1.370 5.422 -0.45
H 0.032 1.080 6.889 0.26
H 0.816 2.748 6.796 0.32
H -0.833 1.279 4.563 0.11
H -0.088 2.943 4.363 0.22
H -2.478 2.658 4.977 0.31
H 2.243 1.151 6.020 0.27
C 0.852 -2.121 -5.794 -0.36
C 1.662 -1.584 -4.568 0.04
O 2.160 -2.562 -3.696 -0.60
O 0.863 -1.141 -6.839 -0.53
H -0.185 -2.261 -5.502 0.09
H 1.324 -3.019 -6.209 0.42
H 1.081 -0.828 -3.993 -0.26
H 2.514 -0.994 -4.957 0.48
H 1.380 -3.120 -3.405 0.33
H 1.030 -1.627 -7.651 0.31
C -3.599 3.189 2.202 -0.10
C -4.178 2.121 3.113 -0.56
O -4.511 2.694 4.360 -0.58
O -3.129 2.527 1.009 -0.49
H -2.734 3.739 2.676 0.21
H -4.436 3.948 1.929 0.22
H -3.602 1.236 3.131 0.34
H -5.063 1.645 2.675 0.38
H -4.707 1.978 5.018 0.32
H -2.263 2.076 1.184 0.27

=====

[5]
70
Properties=species:S:1:pos:R:3:mulliken_charge:R:1 method="wB97M-V/def2-TZVPD" multiplicity=1 charge=+1 e_tot_ha=-22557.77831 max_force_ha_per_bohr=0.082 homo_lumo_gap_ev=8.52
O 1.177 -2.592 -0.623 -0.43
C 1.165 -1.491 -1.007 0.43
F 1.800 -0.543 -0.255 0.01
N 0.479 -1.126 -2.270 0.20
C 1.514 -0.500 -3.116 0.43
O 1.900 -1.092 -4.038 -0.34
F 2.065 0.710 -2.831 -0.17
C -0.571 -0.217 -1.933 0.37
N -1.067 0.846 -2.645 -0.53
C -2.035 1.360 -1.790 0.28
N -2.701 2.451 -2.171 -0.08
P -3.924 3.265 -1.186 0.16
O -5.191 2.220 -0.847 -0.28
Br -4.832 4.733 -2.643 -0.05
N -2.188 0.652 -0.619 0.05
N -1.252 -0.332 -0.755 0.01
H -2.437 2.833 -3.086 0.32
H -5.149 2.039 0.114 0.27
H -2.828 0.790 0.163 0.16
H -1.164 -0.986 0.022 0.28
C 5.505 -2.920 -3.991 0.32
Cl 6.803 -2.105 -3.100 -0.10
Cl 4.873 -1.832 -5.239 -0.10
Cl 6.141 -4.387 -4.750 -0.07
Cl 4.200 -3.351 -2.867 -0.03
C -2.596 8.068 -3.635 0.29
Cl -4.073 8.596 -2.810 -0.08
Cl -1.454 9.415 -3.726 -0.09
Cl -1.862 6.729 -2.729 -0.06
Cl -2.997 7.519 -5.272 -0.08
C 5.228 -7.476 -2.499 0.35
Cl 5.253 -7.461 -4.272 -0.09
Cl 3.750 -6.687 -1.919 -0.09
Cl 5.257 -9.151 -1.927 -0.08
Cl 6.647 -6.599 -1.880 -0.10
C 3.745 0.864 2.462 0.36
Cl 5.016 1.179 3.651 -0.08
Cl 2.434 2.040 2.672 -0.12
Cl 4.421 1.007 0.823 -0.13
Cl 3.109 -0.775 2.696 -0.10
C -7.429 2.768 -5.316 0.29
Cl -8.803 1.720 -5.698 -0.09
Cl -7.939 4.464 -5.387 -0.09
Cl -6.837 2.400 -3.685 -0.04
Cl -6.129 2.493 -6.490 -0.10
C -5.759 -0.771 2.281 0.34
Cl -5.060 -1.961 1.167 -0.11
Cl -4.830 0.748 2.179 -0.21
Cl -7.441 -0.459 1.833 -0.07
Cl -5.686 -1.387 3.933 0.04
C -4.049 -1.216 7.837 0.28
Cl -2.903 -0.380 6.771 -0.06
Cl -3.157 -2.178 9.026 -0.07
Cl -5.055 -0.024 8.675 -0.04
Cl -5.082 -2.284 6.868 -0.11
C 9.486 -10.369 -1.398 0.29
Cl 11.087 -10.056 -2.091 -0.10
Cl 9.665 -10.923 0.276 -0.10
Cl 8.525 -8.880 -1.429 0.00
Cl 8.665 -11.619 -2.350 -0.10
C -2.364 2.907 10.266 0.32
Cl -2.192 1.177 9.923 -0.02
Cl -3.294 3.124 11.758 -0.09
Cl -0.760 3.635 10.458 -0.09
Cl -3.213 3.692 8.921 -0.10
C 3.280 5.537 0.300 0.26
Cl 4.398 6.496 1.281 -0.09
Cl 3.550 3.812 0.611 0.04
Cl 1.609 5.959 0.726 -0.11
Cl 3.555 5.881 -1.417 -0.10

=====

[6]
87
Properties=species:S:1:pos:R:3:mulliken_charge:R:1 method="wB97M-V/def2-TZVPD" de_lowest_ev=10.0408 multiplicity=1 charge=0 e_tot_ha=-2047.95517 max_force_ha_per_bohr=0.211 homo_lumo_gap_ev=8.24
C -1.708 4.094 2.548 -1.62
C -1.730 2.900 1.663 0.35
O -0.519 2.218 1.889 -0.60
H -2.048 3.774 3.548 0.28
H -2.347 4.871 2.237 0.44
H -0.731 4.524 2.511 0.38
H -1.882 3.096 0.598 0.20
H -2.603 2.348 1.988 0.17
H 0.270 2.791 1.756 0.28
C -0.430 -0.079 -0.393 0.98
C 1.043 -0.018 -0.064 -0.79
O 1.525 -1.300 -0.115 0.77
H -0.514 -0.499 -1.396 0.07
H -0.736 0.973 -0.501 -0.31
H -1.087 -0.506 0.336 -0.68
H 1.176 0.416 0.870 0.97
H 1.584 0.568 -0.758 0.51
H 2.429 -1.265 -0.455 -0.83
C -3.592 -0.871 -1.000 -0.50
C -3.617 0.601 -0.698 0.45
O -3.944 0.806 0.645 -0.63
H -2.994 -1.442 -0.231 -0.02
H -3.152 -1.115 -2.021 0.13
H -4.632 -1.291 -0.914 0.32
H -4.129 1.347 -1.306 0.48
H -2.606 0.912 -0.845 -0.52
H -3.462 0.427 1.303 0.29
C -3.036 0.032 3.675 0.81
O -3.451 1.265 4.079 -0.75
N -3.708 -0.966 4.131 -0.33
N -2.137 -0.284 2.843 0.39
H -4.395 -0.845 4.907 0.28
H -3.371 -1.946 4.021 0.13
H -1.523 0.497 2.540 -0.46
H -1.990 -1.187 2.422 0.25
C 1.683 -1.084 -3.840 0.73
O 2.628 -0.286 -3.133 -0.79
N 1.412 -1.070 -5.138 -0.54
N 0.995 -2.011 -3.252 -0.34
H 2.063 -0.465 -5.668 0.34
H 0.862 -1.728 -5.709 0.17
H 0.852 -1.821 -2.252 -0.13
H 0.363 -2.559 -3.757 0.22
C -1.459 -3.207 0.977 0.06
O -2.602 -3.955 0.789 -0.81
N -1.243 -2.624 2.063 -0.09
N -0.515 -3.105 0.139 0.06
H -1.639 -3.055 2.950 0.36
H -0.385 -2.092 2.327 0.12
H -0.783 -3.524 -0.817 0.23
H 0.374 -2.560 0.255 -0.14
C -0.997 1.876 -4.357 0.49
O -1.759 1.065 -3.522 -0.62
N -1.166 3.133 -4.310 -0.47
N -0.089 1.422 -5.172 -0.33
H -1.891 3.503 -3.658 0.27
H -0.637 3.841 -4.801 0.21
H 0.109 0.449 -4.966 0.24
H 0.652 1.878 -5.529 0.25
C 3.737 -2.739 -0.770 0.36
O 4.052 -3.268 0.483 -0.73
N 3.126 -3.434 -1.657 -0.32
N 3.887 -1.498 -1.185 -0.45
H 2.590 -3.012 -2.499 0.22
H 2.779 -4.378 -1.447 0.26
H 4.467 -0.752 -0.704 0.27
H 3.556 -0.963 -2.051 0.21
C 1.234 -1.150 3.838 0.43
O 1.607 0.158 3.916 -0.66
N 1.185 -1.784 2.698 -0.13
N 0.940 -1.858 4.907 -0.42
H 1.678 -1.326 1.888 -0.64
H 1.013 -2.804 2.688 0.55
H 0.792 -1.253 5.807 0.34
H 0.404 -2.744 4.849 0.20
C 4.069 0.517 1.735 -0.50
O 4.316 1.358 0.607 -0.53
H 3.058 0.434 1.804 0.04
H 4.598 0.743 2.617 0.42
H 4.237 -0.511 1.503 0.33
H 4.210 2.301 0.848 0.29
C 1.108 3.575 -1.221 -0.27
O 1.145 3.306 -2.543 -0.51
H 1.142 4.639 -1.069 0.48
H 1.816 2.947 -0.726 0.15
H 0.171 3.282 -0.777 -0.12
H 0.306 3.383 -2.942 0.35